[1]
Computed, not measured: one molecule with the formula C4H7N2P at a distorted geometry, with wB97M-V/def2-TZVPD.

Structure (XYZ):
```
14
Properties=species:S:1:pos:R:3:nbo_charge:R:1
C -0.010 1.404 1.620 -0.026
C 0.728 2.252 0.904 -0.561
C 0.048 0.110 -0.193 0.194
C -0.489 -2.391 -0.550 -0.431
N -0.311 0.141 1.056 -0.514
N -0.238 -1.013 -1.075 -0.610
P 1.003 1.589 -0.769 0.470
H -0.513 1.427 2.544 0.211
H 1.154 3.328 1.031 0.247
H -1.120 -2.902 -1.322 0.196
H 0.448 -2.951 -0.666 0.201
H -1.132 -2.320 0.335 0.240
H 0.549 -0.990 -1.746 0.370
H -0.118 2.315 -1.170 0.014
```

Output
HOMO in Ha: -0.3086
Structure (SMILES): CNC1=[PH]=CC=N1
HOMO-LUMO gap in eV: 9.170



[2]
Computed, not measured: a 7-piece molecular cluster, C20H57N3O11 overall at a distorted geometry, with wB97M-V/def2-TZVPD.

Structure (XYZ):
```
91
Properties=species:S:1:pos:R:3:mulliken_charge:R:1
C 1.850 17.738 7.453 -1.494
C 0.513 17.787 6.679 0.178
C 0.419 18.923 5.670 -0.185
O 1.603 19.026 4.891 -0.500
C 1.487 18.326 3.669 -0.440
N 0.182 16.473 6.066 -0.660
H 1.921 16.975 8.227 0.408
H 2.100 18.708 7.891 0.388
H 2.684 17.540 6.772 0.295
H -0.213 17.991 7.471 0.372
H 0.243 19.833 6.253 0.617
H -0.477 18.852 5.051 -0.146
H 0.922 17.400 3.802 0.081
H 2.491 18.045 3.352 0.258
H 0.980 18.868 2.864 0.281
H 1.007 16.167 5.545 0.191
H 0.272 15.844 6.870 0.319
C 3.370 15.682 1.339 -1.481
C 2.156 14.761 1.713 0.688
C 1.252 14.523 0.519 -0.837
O 0.022 13.890 0.924 -0.366
C -0.838 13.622 -0.141 -0.814
N 2.831 13.476 2.052 -0.733
H 3.892 15.980 2.241 0.322
H 2.932 16.569 0.863 0.362
H 3.985 15.213 0.576 0.376
H 1.705 15.180 2.608 0.066
H 1.799 13.849 -0.151 0.419
H 0.934 15.360 -0.110 0.458
H -0.815 14.314 -0.993 0.363
H -1.859 13.638 0.247 0.212
H -0.696 12.636 -0.600 0.391
H 2.165 12.962 2.630 0.299
H 2.933 12.885 1.234 0.304
C -1.374 16.657 1.419 -0.666
C -2.336 17.688 0.836 0.365
C -3.689 17.649 1.561 0.362
O -4.523 18.552 0.848 -0.555
C -5.892 18.332 1.047 -0.765
N -1.761 19.034 0.896 -0.459
H -1.693 15.619 1.383 0.070
H -1.382 16.918 2.485 0.065
H -0.335 16.703 1.099 0.123
H -2.652 17.449 -0.191 0.172
H -3.605 17.816 2.639 -0.078
H -4.105 16.658 1.347 -0.052
H -6.478 18.921 0.346 0.224
H -6.123 18.647 2.072 0.405
H -6.315 17.318 1.016 0.267
H -0.959 19.179 0.306 0.223
H -2.565 19.617 0.684 0.295
C -2.127 20.999 4.221 -0.019
C -3.067 20.137 5.055 -0.417
O -2.890 20.337 6.445 -0.576
O -2.522 22.353 4.262 -0.549
H -1.967 20.583 3.222 0.070
H -1.165 20.870 4.726 0.201
H -3.087 19.097 4.733 0.194
H -4.091 20.466 4.827 0.420
H -3.288 21.183 6.665 0.331
H -1.751 22.920 4.192 0.348
C -5.182 14.430 -0.859 0.652
C -5.669 14.402 -2.328 -0.587
O -4.550 14.340 -3.183 -0.531
O -4.713 13.134 -0.533 -0.582
H -5.940 14.641 -0.103 0.102
H -4.490 15.281 -0.802 -0.270
H -6.285 15.253 -2.634 0.321
H -6.211 13.458 -2.408 0.277
H -4.243 15.211 -3.438 0.305
H -4.031 12.899 -1.175 0.321
C -9.717 18.705 -0.202 -0.211
C -8.855 18.965 -1.421 -0.393
O -9.500 18.695 -2.674 -0.592
O -10.712 19.717 -0.195 -0.510
H -9.089 18.599 0.690 0.284
H -10.181 17.717 -0.316 0.277
H -7.927 18.396 -1.394 0.186
H -8.724 20.055 -1.460 0.350
H -10.161 19.392 -2.758 0.343
H -11.300 19.555 0.549 0.290
C -6.324 16.195 4.183 0.295
C -5.696 14.905 3.632 -0.458
O -5.573 13.984 4.747 -0.562
O -7.645 16.014 4.573 -0.555
H -6.260 16.919 3.357 -0.290
H -5.580 16.612 4.884 0.290
H -4.665 15.160 3.364 0.203
H -6.328 14.463 2.868 0.314
H -4.939 14.392 5.346 0.354
H -7.697 15.113 4.930 0.384
```

Output
HOMO in Ha: -0.3452
Structure (SMILES): COC[C@H](C)N.COC[C@H](C)N.COC[C@H](C)N.OCCO.OCCO.OCCO.OCCO
HOMO-LUMO gap in eV: 9.767



[3]
Computed, not measured: C7H9N2O2 as an isolated structure at a distorted geometry, with wB97M-V/def2-TZVPD.

Structure (XYZ):
```
20
Properties=species:S:1:pos:R:3:nbo_charge:R:1
C -2.293 1.884 0.302 -0.583
C -0.908 1.924 0.562 0.601
C -2.722 0.736 -0.377 0.578
C 0.852 -1.404 0.880 -0.539
C 0.709 -0.079 0.859 0.214
C 1.750 0.805 1.438 -0.672
C -1.513 -0.641 -1.847 -0.443
N -0.271 0.703 0.141 -0.359
N -1.749 -0.267 -0.543 -0.247
O -0.375 2.931 1.108 -0.716
O -3.868 0.494 -0.834 -0.723
H -2.826 2.756 0.191 0.209
H 0.318 -2.011 0.183 0.198
H 1.719 -1.826 1.390 0.189
H 1.315 1.724 1.889 0.263
H 2.325 1.090 0.584 0.218
H 2.271 0.417 2.269 0.205
H -2.455 -1.130 -2.182 0.247
H -1.352 0.345 -2.513 0.155
H -0.531 -1.187 -1.836 0.205
```

Output
Charge: -1
HOMO in Ha: -0.1347
HOMO-LUMO gap in eV: 7.342



[4]
Computed, not measured: a 12-piece molecular cluster, C39H93N9O15 overall at a distorted geometry, with wB97M-V/def2-TZVPD.

Structure (XYZ):
```
156
Properties=species:S:1:pos:R:3:mulliken_charge:R:1
C -3.166 1.729 2.638 -0.447
O -2.936 3.121 2.834 0.104
C -3.734 3.714 3.814 -0.730
C -5.253 3.651 3.525 -0.471
O -5.591 4.560 2.501 -0.286
C -6.949 4.507 2.024 -0.361
H -2.920 1.190 3.553 0.348
H -2.516 1.157 1.976 -0.306
H -4.152 1.535 2.215 0.233
H -3.431 4.754 3.931 0.361
H -3.470 3.135 4.699 0.493
H -5.615 3.828 4.538 0.357
H -5.552 2.676 3.139 0.267
H -7.710 4.722 2.775 0.358
H -7.241 3.585 1.521 -0.084
H -7.011 5.379 1.372 0.271
C 6.697 -2.875 0.411 -0.812
O 5.509 -2.231 0.189 -0.153
C 4.877 -2.498 -1.094 1.693
C 5.747 -2.361 -2.361 -0.736
O 6.931 -3.126 -2.548 -0.441
C 6.813 -4.541 -2.665 -0.595
H 7.399 -2.281 -0.175 0.310
H 6.632 -3.903 0.054 0.177
H 7.105 -3.044 1.407 0.286
H 4.009 -1.839 -1.133 -0.720
H 4.521 -3.514 -0.925 -0.517
H 6.040 -1.324 -2.522 0.155
H 5.129 -2.419 -3.257 0.584
H 6.192 -4.850 -3.506 0.256
H 6.473 -5.050 -1.763 0.205
H 7.669 -5.043 -3.115 0.309
C -3.351 -0.757 -5.761 -0.552
O -3.876 -1.999 -5.199 -0.440
C -3.101 -2.633 -4.203 -0.973
C -3.676 -2.551 -2.775 0.401
O -2.800 -2.800 -1.693 -0.477
C -2.490 -4.146 -1.501 -0.917
H -2.726 -0.264 -5.016 0.201
H -4.171 -0.055 -5.907 0.230
H -2.838 -0.904 -6.711 0.313
H -2.039 -2.391 -4.160 0.513
H -2.799 -3.680 -4.251 0.415
H -4.568 -3.177 -2.789 0.682
H -3.982 -1.506 -2.826 -0.826
H -1.753 -4.552 -2.194 0.257
H -3.324 -4.799 -1.758 0.464
H -2.102 -4.442 -0.526 0.281
C 0.413 3.863 3.265 -1.270
C 1.230 3.424 2.020 0.601
O 0.989 2.257 1.589 -0.366
N 1.993 4.288 1.416 0.080
C 2.675 4.103 0.157 -1.019
H 0.225 2.959 3.845 0.154
H -0.596 4.196 3.019 0.040
H 0.915 4.548 3.947 0.509
H 2.193 5.167 1.871 0.251
H 2.147 4.834 -0.456 0.538
H 2.621 3.128 -0.327 0.148
H 3.726 4.385 0.213 0.423
C -1.859 3.623 -2.841 -1.384
C -0.764 3.178 -1.865 0.733
O 0.026 2.333 -2.267 -0.678
N -0.803 3.559 -0.544 0.457
C -2.001 4.096 0.113 -0.764
H -2.688 4.049 -2.277 0.449
H -2.319 2.927 -3.543 0.282
H -1.500 4.569 -3.248 0.358
H -0.055 3.217 0.042 -0.299
H -2.272 5.023 -0.391 0.363
H -1.829 4.156 1.188 -0.029
H -2.763 3.348 -0.108 0.283
C 3.580 -2.848 3.916 -0.603
C 2.740 -1.641 4.226 0.733
O 1.529 -1.793 4.034 -0.664
N 3.302 -0.535 4.787 -0.163
C 2.553 0.610 5.322 -0.848
H 3.477 -3.660 4.636 0.350
H 4.623 -2.622 3.696 0.305
H 3.153 -3.278 3.010 -0.123
H 4.278 -0.577 5.045 0.205
H 1.586 0.555 4.823 0.273
H 3.100 1.527 5.101 0.210
H 2.489 0.532 6.408 0.361
C 2.356 -5.297 0.623 -1.065
C 2.778 -5.487 -0.815 0.599
O 3.894 -5.999 -1.061 -0.666
N 1.881 -5.125 -1.717 0.077
C 1.903 -5.570 -3.092 -0.930
H 3.221 -5.332 1.285 0.325
H 1.922 -6.174 1.103 0.444
H 1.748 -4.411 0.803 0.148
H 1.443 -4.217 -1.658 0.463
H 2.746 -5.230 -3.693 0.250
H 0.998 -5.110 -3.488 0.288
H 1.946 -6.658 -3.141 0.333
C 2.552 3.927 -3.658 -0.814
C 3.630 2.944 -3.354 0.842
O 4.781 3.224 -3.504 -0.668
N 3.239 1.833 -2.768 0.226
C 4.064 0.744 -2.576 -1.082
H 2.662 4.318 -4.669 0.411
H 2.706 4.809 -3.037 0.231
H 1.521 3.647 -3.443 -0.046
H 2.311 1.845 -2.369 -0.034
H 3.471 -0.170 -2.607 0.302
H 4.619 0.751 -1.639 0.305
H 4.870 0.719 -3.310 0.454
C -6.625 -4.212 2.129 -1.028
C -6.084 -3.948 0.669 0.547
O -6.321 -4.775 -0.240 -0.663
N -5.141 -2.974 0.489 0.215
C -4.611 -2.020 1.403 -0.935
H -6.261 -3.533 2.900 0.333
H -6.293 -5.223 2.369 0.263
H -7.710 -4.106 2.128 0.305
H -4.753 -3.016 -0.443 0.100
H -4.085 -2.603 2.159 0.526
H -5.345 -1.253 1.649 0.397
H -3.876 -1.468 0.816 0.006
C -7.708 0.942 -0.438 -1.116
C -6.334 0.935 -1.089 0.656
O -5.305 0.816 -0.440 -0.500
N -6.341 1.121 -2.410 -0.128
C -5.157 1.089 -3.241 -0.688
H -8.392 1.486 -1.089 0.380
H -7.673 1.481 0.509 0.137
H -7.913 -0.092 -0.163 0.271
H -7.118 1.458 -2.961 0.279
H -5.336 0.274 -3.943 0.417
H -4.222 0.871 -2.725 -0.098
H -5.127 2.020 -3.807 0.338
C 1.458 -0.932 0.361 -0.203
C 0.566 -1.605 -0.683 -0.011
O 1.069 -2.514 -1.297 -0.943
N -0.776 -1.356 -0.853 0.759
C -1.411 -0.139 -0.308 -0.343
H 0.993 -0.369 1.171 0.590
H 1.954 -0.101 -0.140 -0.120
H 2.156 -1.683 0.730 0.155
H -1.482 -1.837 -1.393 0.026
H -1.752 -0.517 0.655 0.434
H -2.230 0.256 -0.910 0.139
H -0.693 0.668 -0.159 -0.405
C 4.558 1.972 1.654 -0.042
C 5.614 2.098 2.726 0.398
O 5.983 1.113 3.414 -0.719
N 6.100 3.256 2.893 -0.156
C 6.996 3.728 3.968 -0.952
H 4.121 0.979 1.550 0.101
H 4.908 2.264 0.664 0.401
H 3.760 2.672 1.904 -0.286
H 5.749 3.954 2.252 0.218
H 7.680 2.916 4.212 0.305
H 6.529 4.157 4.854 0.311
H 7.604 4.585 3.680 0.353
```

Output
HOMO in Ha: -0.3130
Structure (SMILES): CNC(C)=O.CNC(C)=O.CNC(C)=O.CNC(C)=O.CNC(C)=O.CNC(C)=O.CNC(C)=O.CNC(C)=O.CNC(C)=O.COCCOC.COCCOC.COCCOC
HOMO-LUMO gap in eV: 8.571